# C3H12N2O3

A 3-piece molecular cluster, C3H12N2O3 overall (wB97M-V/def2-TZVPD, OMol25).

Structure (ORCA input):
```
! wB97M-V def2-TZVPD RIJCOSX def2/J DEFGRID3
* xyz 0 1
N -1.2842 -0.9763 0.0214
C -1.2641 0.3964 -0.4226
C -2.2719 1.2310 0.2948
C 0.3889 1.0532 -0.2848
N 0.7001 0.7259 1.0486
O 0.4520 2.2721 -0.5825
H -1.9753 -1.5742 -0.4198
H -0.3794 -1.3646 -0.2975
H -1.4594 0.3747 -1.5034
H -2.1260 1.1028 1.3622
H -2.1034 2.2548 -0.0204
H -3.2464 0.8573 -0.0256
H 0.9805 1.5037 1.6430
H 1.4272 -0.0104 1.1005
H 2.9573 -1.6580 0.7814
H 1.4319 -1.9472 0.1612
O 2.0189 -1.6391 0.9846
H 0.9771 0.3453 -0.9296
H 1.1452 -2.6521 -1.6874
O 0.7345 -2.0702 -1.0436
*
```

Values from the calculation:
* ΔE to the lowest compared entry with this formula, charge and spin: 7.112 eV
* LUMO energy: -3.90 eV
* DFT total energy: -456.5088 Ha